No. 1
The following is a DFT calculation (wB97M-V/def2-TZVPD) of a structure of composition C21H36BrGeN2NiS4Si3 at a distorted geometry.

Summary:
E_HOMO (spin up / spin down)   -6.5 / -6.4 eV
Energy relative to the best compared isomer or geometry (same formula, charge and spin)   0.175 eV
Spin multiplicity   2
Gap between HOMO and LUMO (spin up / spin down)   5.57 / 5.47 eV

Geometry as XYZ:
```
69
Properties=species:S:1:pos:R:3:mulliken_charge:R:1
H 4.282 -0.333 -1.561 0.299
H 1.792 4.126 -0.602 0.338
S 3.420 2.107 0.707 -0.091
C 0.789 4.520 -0.491 0.087
H -2.193 -0.784 -2.528 0.254
H 4.005 -4.241 -0.072 0.382
C -1.301 -0.258 -2.859 -0.970
H -2.415 -1.153 2.288 0.377
H 1.112 -3.381 -2.410 0.233
Si 3.220 -1.918 0.051 1.244
H 2.575 -0.828 -3.264 0.187
H -3.394 -2.576 0.283 0.517
C -3.723 -1.550 0.185 -0.371
C 3.012 -3.780 -0.094 -1.137
H -0.688 -3.508 2.630 0.485
C -0.747 6.340 -0.293 -0.413
H 3.763 -2.177 2.459 0.321
S 0.479 2.298 2.326 -0.257
C -3.194 0.801 0.018 0.732
H 2.534 -4.072 -1.030 0.273
C 0.128 -2.911 -2.426 -1.108
H -6.545 0.296 -0.086 0.436
C 1.209 -0.971 3.641 -1.163
Si 0.074 -1.194 2.202 0.901
H 5.203 -1.937 1.469 0.454
H -0.364 -3.195 -3.362 0.440
H 0.903 -3.500 1.870 0.075
C -1.766 5.404 -0.189 -0.801
Si 0.288 -1.051 -2.281 0.369
H 1.064 0.009 4.089 0.355
C -2.801 -0.517 0.138 -0.984
H 2.258 -1.075 3.389 0.269
N -2.143 1.793 -0.037 1.149
Br -6.342 -2.637 0.150 -0.193
C 4.171 -1.606 1.624 -1.199
H -1.370 0.780 -2.527 0.111
H -1.292 -0.261 -3.953 0.505
H -2.800 5.701 -0.059 0.423
C -2.461 3.021 -0.106 -0.308
H 5.320 -1.716 -1.190 0.438
H -3.495 3.358 -0.072 0.108
Ni -0.075 1.575 0.060 -0.063
C -4.553 1.084 -0.063 -1.250
H 0.949 -1.739 4.380 0.367
H -0.964 7.399 -0.251 0.429
C -5.069 -1.250 0.104 -0.339
Ge 1.112 -0.684 0.011 0.366
S 2.456 1.849 2.542 -0.115
H -0.457 -3.328 -1.602 0.261
C 1.589 -0.409 -3.450 -1.068
C -0.078 -3.031 1.856 -1.142
C -1.433 4.065 -0.236 0.395
H 1.669 0.677 -3.372 0.290
S 2.078 1.365 -0.686 -0.682
N -0.186 3.628 -0.390 0.361
C 0.550 5.889 -0.445 -0.853
H 1.294 -0.654 -4.475 0.411
H 3.972 -1.906 -2.312 0.321
C -1.604 -0.527 2.660 -1.079
H -1.660 -0.503 3.752 0.510
H -0.541 -3.245 0.887 0.203
H -1.742 -0.731 0.192 0.419
H 4.187 -0.551 1.898 0.224
H -1.747 0.489 2.300 0.147
H -4.922 2.094 -0.171 0.376
H 1.378 6.579 -0.526 0.411
H 2.433 -4.212 0.721 0.340
C 4.290 -1.410 -1.393 -1.258
C -5.491 0.065 -0.019 -0.747
```


No. 2
The following is a DFT calculation (wB97M-V/def2-TZVPD) of a cluster of 12 separate species, C52H70Br3IN12O9P2S in total at a distorted geometry.

Summary:
SMILES   CCC(=O)OCCc1c(I)c(C[C@H](C)Br)c([PH2]=S)c2c1C(=O)c1c(c(CCCCN)c(COO)c([C@H](Br)[C@H](C)Br)c1P(=O)(O)O)C2=O.CC#N.CC#N.CC#N.CC#N.CC#N.CC#N.CC#N.CC#N.CC#N.CC#N.CC#N
E_HOMO   -8.2 eV
Gap between HOMO and LUMO   7.37 eV

Geometry as XYZ:
```
150
Properties=species:S:1:pos:R:3:mulliken_charge:R:1
O 1.024 3.337 3.798 -0.533
P 1.715 3.720 2.414 0.122
H -3.817 -3.457 -2.861 0.211
C -3.297 8.794 2.671 0.487
Br -1.778 4.675 -0.275 -0.173
S 4.720 -1.978 -4.237 -0.445
N -4.703 -10.018 -3.097 -0.407
C 2.373 0.474 -1.637 -1.535
C 9.048 6.911 4.817 0.381
C 1.362 1.087 -0.703 0.290
H 7.206 8.427 1.319 0.335
H -1.864 9.557 1.333 0.341
O 3.171 3.655 2.576 -0.676
C 3.692 0.151 -0.993 0.363
C -6.912 -10.662 -1.884 -0.849
C -1.288 3.034 2.104 -0.420
H -12.870 -1.211 -5.570 0.285
C 6.112 -0.200 0.304 0.199
H -7.728 -10.750 -2.599 0.279
H 5.032 2.716 1.788 -0.062
H -1.672 7.774 4.592 0.342
H 7.510 -2.164 -1.036 0.573
O 8.814 5.026 0.995 -0.574
H -2.621 -6.641 -2.872 -0.176
H 8.926 5.255 6.108 0.282
C 6.481 -2.441 -0.839 -2.477
H -4.022 2.668 1.503 0.308
C 5.657 -1.180 -0.588 0.692
H 5.866 6.102 0.481 0.017
N 0.031 -5.986 -1.360 -0.366
O -3.211 1.729 -0.554 -0.168
H -4.361 -8.020 -4.558 0.404
C -0.861 1.361 0.211 0.738
H 4.051 -3.463 -1.939 -0.007
C 1.100 -3.797 1.402 0.376
H -0.666 3.668 2.701 0.010
H -2.524 -7.831 -1.569 0.290
C 5.841 2.054 1.517 -1.182
H 6.167 1.559 2.433 0.737
H -7.127 6.851 4.147 0.275
C -0.727 -2.809 -1.950 -0.806
H -1.621 -8.088 -3.061 0.345
N -8.634 -6.170 -4.505 -0.438
H -4.229 4.108 2.504 0.340
H -4.290 4.235 0.784 0.487
C 0.056 -4.035 2.386 -1.006
H 7.697 -5.083 0.953 0.395
H 1.004 -1.836 -1.198 -0.544
H 1.829 -7.430 0.189 0.248
C -5.060 -7.252 -4.239 -0.883
C 6.942 7.469 1.755 -0.910
H 0.015 -5.088 2.663 0.346
C -0.371 2.313 1.130 0.298
N 1.228 -9.595 2.419 -0.389
C -6.395 6.288 2.262 0.440
C -10.816 -1.392 -5.980 0.413
H -11.806 -0.625 -4.291 0.265
H -2.414 -3.569 -3.631 0.277
H -7.003 -3.619 -5.386 0.204
H -8.356 6.713 2.888 0.312
H -2.393 -0.096 -0.143 -0.120
C -1.076 6.871 4.472 -0.821
H 7.955 2.525 1.308 0.336
H -2.511 7.977 0.900 0.091
C 6.897 6.393 0.651 -0.040
H -0.198 6.949 5.111 0.349
H -7.652 5.259 3.596 0.280
C -4.632 -5.935 -4.681 0.294
H 1.889 5.634 1.610 0.332
H -0.918 -3.752 1.989 0.233
O 6.831 4.202 1.617 -0.141
C 9.321 5.517 5.128 -0.571
O 3.733 3.434 -0.123 -0.645
H 7.679 7.267 2.521 0.070
C -8.366 -5.181 -5.024 0.421
Br -2.043 1.826 3.418 -0.003
H 2.465 -2.064 -2.631 0.052
C 1.857 -7.345 1.274 0.001
H -0.736 6.822 3.437 0.119
H 6.048 -2.964 -1.679 0.694
H -0.564 -2.600 -3.010 0.515
H -5.127 -7.294 -3.155 0.256
C -1.859 5.694 4.813 0.476
C -0.446 -0.298 -1.702 -2.171
C 7.777 -4.015 0.786 -1.180
H -2.726 0.915 1.205 0.459
C 6.991 2.904 0.996 -0.516
C -0.834 -6.601 -1.798 0.169
C -8.005 -3.934 -5.678 -0.550
H 5.973 7.584 2.225 0.311
H -12.010 -2.358 -4.544 0.279
C -5.675 -10.302 -2.558 0.413
H 7.358 6.755 -0.260 0.357
Br 5.121 -4.840 0.044 -0.181
H -7.186 -9.905 -1.150 0.270
H -8.697 -3.139 -5.417 0.043
C 4.167 1.109 -0.099 -0.292
H -0.002 -0.139 -2.676 0.626
C 1.505 -8.603 1.913 0.191
H 8.862 4.862 4.388 0.085
O 1.166 5.184 2.075 -0.390
H -8.020 -4.042 -6.760 0.282
P 3.847 -2.200 -2.501 0.776
N -9.935 -1.388 -6.716 -0.404
H 6.023 -2.882 1.217 0.520
C 4.437 -1.000 -1.265 0.751
H -2.186 4.958 2.107 0.329
H -2.726 -2.021 -1.553 0.368
H -6.041 -7.497 -4.645 0.448
C -2.766 8.946 1.328 -0.711
C 6.422 -3.424 0.369 0.438
H -2.131 2.443 -1.951 0.311
C -2.310 4.059 1.517 0.172
H 8.529 -3.814 0.028 0.302
H 1.677 3.550 4.481 0.337
C 1.851 2.019 0.210 0.279
H 0.237 -3.455 3.289 0.365
H -1.511 -0.301 -1.866 1.210
C 7.630 5.155 1.076 0.398
C -11.932 -1.396 -5.048 -0.795
C -1.957 -7.331 -2.353 -0.336
C -2.203 -2.976 -1.667 -0.524
N -3.707 8.656 3.734 -0.507
C -0.068 -1.676 -1.153 0.901
N -2.481 4.767 5.082 -0.426
H -0.232 -3.751 -1.732 0.020
H 8.111 -3.551 1.706 0.271
H -6.806 -11.614 -1.368 0.317
H 6.988 3.013 -0.088 0.475
H 2.860 -7.027 1.559 0.229
H 1.164 -6.556 1.555 -0.328
N 1.914 -3.608 0.616 -0.189
N -5.559 6.294 1.477 -0.398
C -2.311 0.929 0.208 -1.055
O 2.185 0.310 -2.807 -0.528
I 7.964 -0.440 1.279 0.099
H -2.367 -3.538 -0.746 0.156
H 10.393 5.326 5.130 0.268
C 0.000 0.740 -0.713 0.487
C 3.309 2.326 0.033 -0.212
N -4.297 -4.887 -5.006 -0.511
C 1.012 2.613 1.166 1.073
N -2.859 -3.758 -2.742 -0.363
C -3.788 3.720 1.593 -1.601
N 8.830 8.004 4.543 -0.427
C 5.387 0.970 0.574 0.582
H -0.396 -1.775 -0.117 0.256
C -7.437 6.277 3.274 -0.877
O -2.823 1.762 -1.907 -0.337
H -3.488 9.424 0.669 0.323
```


No. 3
The following is a DFT calculation (wB97M-V/def2-TZVPD) of a cluster of 2 separate species, C6H12O in total.

Summary:
SMILES   C=COCC.C=C
E_HOMO   -8.9 eV
Energy relative to the best compared isomer or geometry (same formula, charge and spin)   2.281 eV
Gap between HOMO and LUMO   10.01 eV

Geometry as XYZ:
```
19
Properties=species:S:1:pos:R:3:mulliken_charge:R:1
H -3.182 1.542 -0.442 0.246
H 2.880 1.472 -2.372 0.237
H -2.438 -0.595 0.273 0.261
H 2.319 0.934 -0.694 0.213
H -0.525 -2.051 0.377 0.334
H 1.040 -0.753 2.670 0.282
H -1.199 -1.573 1.952 0.361
H 1.718 -1.228 1.099 0.247
H 1.133 -2.483 2.229 0.387
C 0.962 -1.472 1.849 -1.157
H -1.478 2.301 -0.224 0.296
C 2.075 1.106 -1.740 -0.425
C -0.403 -1.360 1.223 -0.237
H 0.050 0.518 -1.592 0.081
O -0.523 -0.024 0.756 -0.323
C -2.142 1.445 -0.162 -0.665
C -1.758 0.256 0.282 -0.049
H 0.614 1.077 -3.263 0.228
C 0.856 0.887 -2.220 -0.318
```


No. 4
The following is a DFT calculation (wB97M-V/def2-TZVPD) of a cluster of 6 separate species, C27H40F9NO12S in total at a distorted geometry.

Summary:
SMILES   O=C(O)NCCCCC(F)(F)C(F)(F)S(F)(F)(F)(F)F.O=C1CCCO1.O=C1CCCO1.O=C1CCCO1.O=C1CCCO1.O=C1CCCO1
E_HOMO   -9.3 eV
Gap between HOMO and LUMO   7.94 eV

Geometry as XYZ:
```
90
Properties=species:S:1:pos:R:3:mulliken_charge:R:1
H 4.026 0.982 -1.532 -0.090
C 2.387 -1.447 -3.660 0.240
C 3.060 -2.678 -1.863 -0.451
C 8.097 0.141 -0.668 -0.483
F -2.413 0.855 4.685 -0.334
O 2.283 0.410 1.812 -0.370
H 4.281 2.430 -3.474 0.276
H -10.450 -0.341 5.300 0.295
O 2.310 -0.532 -4.437 -0.618
C 1.853 -3.381 -2.440 -0.719
C -7.414 -1.288 6.110 -0.335
C 3.542 2.726 -2.732 -0.373
H 3.995 -3.198 -2.096 0.229
C 1.784 -2.813 -3.843 0.118
C 6.691 0.345 -2.452 0.504
O 0.141 -2.987 -6.883 -0.312
C -0.250 2.568 3.276 0.181
H 0.945 4.382 2.840 0.420
H 2.133 2.890 1.514 0.122
H 5.087 3.707 -1.560 0.191
H -6.852 -2.190 5.864 0.310
C -3.837 1.104 2.768 0.510
H 1.813 -0.372 2.173 0.284
H -2.951 3.575 3.050 0.370
H -2.259 -4.853 -8.133 0.320
H 7.410 -1.880 -0.885 0.243
C -3.435 1.721 4.176 1.010
O 6.992 0.859 -1.230 -0.344
H 1.932 -4.469 -2.410 0.342
H -0.859 -5.693 -6.320 0.256
O 2.716 2.267 -0.591 -0.384
C 1.139 3.353 3.313 -1.130
C -2.728 3.174 4.091 -1.036
H 7.003 -1.653 -3.189 0.258
H 2.377 0.984 -2.186 -0.030
H 8.374 -0.520 -3.427 0.275
H 2.985 -2.557 -0.781 0.347
C -0.328 -5.272 -7.177 -0.478
H 0.955 -3.094 -1.883 0.295
O 3.085 -1.391 -2.491 -0.234
F -5.417 0.218 1.087 -0.325
C 8.105 -1.194 -1.378 -0.484
O 5.859 0.806 -3.186 -0.534
H -7.916 -0.285 4.235 -0.051
H 3.807 4.805 -2.175 0.345
C -1.181 -3.087 -7.427 -0.420
O 2.840 0.934 3.971 -0.597
O -8.236 -1.531 7.259 -0.368
C 7.575 -0.836 -2.752 -0.384
F -4.456 1.669 5.152 -0.269
H 1.412 3.568 4.398 0.322
H -6.709 -0.486 6.349 0.218
H 9.012 0.713 -0.849 0.280
S -5.505 1.572 2.085 1.117
F -3.837 -0.307 2.932 -0.266
H 0.182 -6.056 -7.736 0.297
C 4.023 3.809 -1.789 -0.498
H -0.175 1.453 3.469 0.265
C -9.479 -0.197 5.773 -0.422
H 0.757 -2.743 -4.199 0.251
H -8.775 -1.800 4.532 0.273
F -4.745 2.410 0.836 -0.322
H -0.941 2.700 5.475 0.230
H -1.340 -2.289 -8.154 0.294
H -0.742 2.715 2.261 0.134
C 3.223 3.524 -0.546 0.590
H 2.396 -3.381 -4.542 0.208
N 2.231 2.739 2.522 0.109
F -2.828 1.343 1.812 -0.237
F -6.341 0.724 3.228 -0.224
C -9.422 -0.881 7.113 0.449
H 7.956 0.032 0.408 0.332
C -8.375 -0.900 5.010 -0.035
C 0.646 -4.233 -6.689 0.602
O 3.072 4.274 0.388 -0.628
C -1.183 3.157 4.465 -0.702
O 1.707 -4.452 -6.166 -0.586
C 2.470 1.360 2.869 0.447
H -1.903 -2.973 -6.613 0.276
H 2.650 3.072 -3.264 0.366
H -9.269 0.866 5.906 0.278
C 3.172 1.612 -1.786 0.176
H -0.867 4.261 4.549 0.466
F -6.960 1.942 1.383 -0.287
H -3.255 3.861 4.831 0.384
O -10.273 -0.841 7.960 -0.565
H -0.832 -4.414 -9.078 0.269
C -1.245 -4.456 -8.065 -0.492
F -5.593 3.005 2.902 -0.289
H 9.088 -1.667 -1.395 0.332
```


No. 5
The following is a DFT calculation (wB97M-V/def2-TZVPD) of a structure of composition C3H9OP at a distorted geometry.

Summary:
E_HOMO (spin up / spin down)   -4.4 / -9.4 eV
Energy relative to the best compared isomer or geometry (same formula, charge and spin)   0.977 eV
Spin multiplicity   3
Gap between HOMO and LUMO (spin up / spin down)   5.22 / 7.93 eV

Geometry as XYZ:
```
14
Properties=species:S:1:pos:R:3:mulliken_charge:R:1
H 0.904 -1.584 1.497 0.357
H -0.800 -1.901 0.971 0.266
H -1.417 1.780 -1.163 0.358
H 1.751 0.878 -1.576 0.307
P 0.439 0.056 0.085 0.770
H 0.646 -2.374 -0.050 0.330
C 0.251 -1.637 0.722 -1.084
H 0.215 1.609 1.544 0.349
O 0.959 1.046 1.204 -0.571
H -1.966 1.613 0.558 0.402
H 1.484 -1.039 -1.702 0.259
C 1.612 -0.041 -1.093 -0.747
C -1.618 1.167 -0.376 -1.292
H -2.461 0.426 -0.622 0.295
```


No. 6
The following is a DFT calculation (wB97M-V/def2-TZVPD) of a structure of composition C39H33BN10O2S2V at a distorted geometry.

Summary:
E_HOMO (spin up / spin down)   -6.4 / -6.6 eV
Spin multiplicity   2
Gap between HOMO and LUMO (spin up / spin down)   5.49 / 5.70 eV

Geometry as XYZ:
```
88
Properties=species:S:1:pos:R:3:mulliken_charge:R:1
C -4.211 -3.234 -0.579 -0.664
N 1.773 0.661 -0.741 1.736
H 5.338 2.179 -1.234 0.444
H -3.959 3.229 1.344 0.565
H -3.449 -0.434 2.502 0.262
C 0.798 2.004 2.023 0.785
H 2.428 -2.045 2.891 0.789
H 1.630 4.705 -1.495 0.454
C -4.896 -2.576 0.373 -0.629
H 0.073 -5.684 -1.799 0.513
O 0.643 5.622 4.093 -0.726
H 4.800 -1.308 3.009 0.463
H 4.284 -4.335 0.733 0.459
H -2.362 4.110 2.116 0.776
H -4.424 -1.735 3.193 0.312
H 1.905 -0.979 -3.305 0.181
C 1.970 1.098 2.196 0.461
O -1.478 5.957 3.311 -0.733
C -1.430 2.517 -2.095 -0.258
C 3.268 1.597 2.208 -0.602
C 4.306 0.730 2.495 -0.891
C 1.965 1.987 -1.066 -0.092
C -4.274 -1.112 2.312 -0.939
H -2.270 1.872 -2.297 0.524
C 3.749 -2.397 -0.007 -0.806
V -0.274 0.292 -0.331 -0.122
C 3.243 2.555 -1.215 -0.689
H 4.764 -2.143 -0.267 0.483
N -0.351 1.943 -1.473 0.751
C 4.018 -0.601 2.763 -0.781
C 1.193 -2.990 0.654 -0.548
S -1.295 -1.540 1.423 -0.392
C 0.788 3.208 2.707 -0.981
C -0.374 4.659 -2.174 -0.803
H -1.476 -4.802 -0.143 -0.032
H 2.847 -2.363 -3.902 0.324
C 1.254 -4.204 -2.923 -0.494
C 3.481 -3.627 0.563 -1.069
N 1.686 -0.183 2.423 -0.195
C -4.860 1.823 0.004 -1.393
H -5.398 0.259 -1.386 0.561
H 3.339 3.605 -1.454 0.408
C -0.135 -2.524 -2.424 0.100
C 2.901 -0.104 -0.646 -0.307
N 1.440 -1.802 0.095 1.972
C 2.179 -3.925 0.921 -1.060
H -4.564 -3.862 -1.379 0.517
H 0.161 -3.187 0.910 0.000
H -0.411 5.720 -2.385 0.464
C -4.618 0.719 -0.795 -0.965
C -2.702 -2.209 0.701 -0.259
H -5.954 -2.501 0.564 0.490
C 0.785 2.719 -1.371 0.931
N 1.016 -2.851 -3.064 0.436
H -2.376 4.215 -2.919 0.475
N -2.853 -3.016 -0.382 0.460
C -1.395 2.326 1.366 0.818
N -2.312 0.701 -0.134 1.947
H 1.914 -4.869 1.379 0.479
N -0.598 -3.637 -1.845 0.410
H -5.183 -0.548 2.106 0.385
C 4.344 1.767 -1.107 -1.624
H -3.112 -0.644 -1.477 0.136
H 1.641 3.544 3.285 0.740
C -2.554 1.783 0.632 0.131
C 2.696 -1.008 2.707 -0.532
N -3.954 -1.934 1.153 0.472
C -0.395 5.354 3.459 0.389
C -3.812 2.359 0.722 -0.726
N -0.261 1.580 1.299 1.098
H -2.579 -4.692 -1.819 -0.234
C 0.255 -4.685 -2.164 -0.833
C 0.756 4.094 -1.670 -1.135
H 1.444 -1.761 -4.816 0.313
H 2.115 -4.686 -3.356 0.477
C -0.348 3.994 2.721 -1.084
C 2.701 -1.500 -0.196 0.370
C 4.157 0.401 -0.832 -0.584
B -1.889 -4.080 -1.032 -0.016
C -3.343 0.195 -0.841 -0.736
C -1.466 3.505 2.073 -0.966
S -0.778 -0.922 -2.449 -0.507
C -1.482 3.828 -2.450 -1.034
H 5.329 1.089 2.513 0.457
H 3.455 2.639 1.981 0.554
H -5.846 2.269 0.060 0.465
C 1.852 -1.931 -3.822 -0.786
H 5.017 -0.239 -0.725 0.491
```